24
Properties=species:S:1:pos:R:3:forces:R:3 method="wB97M-V/def2-TZVPD" orbital_gap_ev=9.5 smiles=CCN[PH3]CCCS
C -3.227972 0.563578 -0.338201 0.0687 -0.1082 0.0330
C -2.575863 0.360580 -1.705708 0.0800 0.0880 0.0072
N -1.151838 0.656787 -1.791966 0.0058 -0.0330 0.0508
P -0.031171 -0.293794 -0.804923 0.1455 -0.1067 -0.2892
C 1.208354 -1.423889 0.074351 0.1743 0.0073 -0.0212
C 2.444876 -0.719084 0.629872 -0.2314 -0.0627 -0.0358
C 2.121162 0.260621 1.752581 -0.1576 -0.0511 -0.1459
S 3.677531 0.823106 2.481427 0.1961 -0.0246 0.0136
H -4.308671 0.447299 -0.414624 -0.0639 0.0484 0.0163
H -3.006704 1.555771 0.056346 -0.0506 0.0707 0.0004
H -2.877294 -0.167016 0.392831 0.0329 0.0045 0.0090
H -2.717486 -0.676862 -2.020063 -0.0332 -0.0462 -0.0346
H -3.095440 0.979655 -2.438419 -0.0248 -0.0440 -0.0895
H -0.977677 1.654469 -1.737811 0.0337 0.0460 0.0116
H -0.688924 -1.440304 -1.327919 -0.1688 -0.0540 0.2130
H 1.040792 0.337191 -1.479994 0.0275 0.1876 0.0568
H -0.406749 0.297903 0.423764 -0.0553 -0.0644 0.0610
H 0.708008 -1.983803 0.871799 -0.1265 -0.0007 -0.0140
H 1.538105 -2.159270 -0.667649 -0.0460 -0.0312 -0.0307
H 2.949706 -0.184622 -0.179977 0.0853 0.0267 -0.0047
H 3.144589 -1.469859 1.003310 0.1081 0.0304 0.0030
H 1.571295 1.119524 1.369495 0.0200 0.0103 0.0199
H 1.502512 -0.231623 2.503149 0.0368 0.0019 0.0671
H 3.158861 1.693642 3.348330 -0.0566 0.1051 0.1030